Entry 1:
C26H26HgN3O6P2S | ωB97M-V with the def2-TZVPD basis set

The geometry in XYZ format:
```
65
Properties=species:S:1:pos:R:3:forces:R:3:mulliken_spin:R:1
Hg -0.04654 1.68435 -0.70677 0.0848 -0.1094 -0.1440 0.014
O 4.16939 0.81483 5.08794 0.0082 0.1046 -0.0380 0.002
C 4.52174 0.53055 3.92091 -0.0565 -0.2420 0.0911 0.001
O 5.56339 -0.03635 3.53018 0.0074 0.0942 -0.0402 0.011
C 3.50023 0.89216 2.82421 0.0219 0.0423 -0.1315 0.087
C 3.72080 0.59435 1.50864 0.0848 -0.0238 0.1559 0.011
C 2.76408 0.90739 0.51507 -0.0934 0.0215 -0.2013 0.124
N 1.59160 1.51471 0.87569 0.1228 0.1175 0.2776 0.206
C 1.38072 1.84056 2.17225 0.1652 -0.1040 -0.1011 0.025
C 2.29143 1.54813 3.15508 -0.0877 0.0214 0.1683 0.062
C 0.09521 2.52102 2.48838 -0.1694 0.0686 0.0487 -0.036
C -0.23020 2.95683 3.78052 0.0570 -0.0249 -0.0402 -0.004
C -1.45536 3.54701 4.00400 -0.0612 0.0211 -0.0238 0.008
C -2.34951 3.70632 2.94793 0.0380 -0.0121 0.0520 0.008
C -1.95431 3.26199 1.70172 -0.0122 0.0264 -0.0874 -0.002
N -0.77169 2.69073 1.48956 0.0824 0.0038 0.0543 0.011
C 2.94851 0.60403 -0.87301 0.0301 -0.0618 0.0678 0.110
C 4.10273 -0.05138 -1.38623 -0.0279 0.0101 -0.0399 0.044
C 4.21154 -0.29068 -2.72617 0.0064 -0.0077 0.0120 0.021
C 3.17658 0.11045 -3.60388 0.0025 0.0022 -0.0296 0.180
C 2.07315 0.71786 -3.04644 -0.0150 -0.0259 0.0128 -0.091
N 1.94888 0.95124 -1.74034 -0.0548 0.0536 0.0589 0.143
H 4.65727 0.10854 1.27303 -0.0081 -0.0127 -0.0337 0.005
H 2.13587 1.78771 4.19618 0.0082 -0.0049 -0.0003 0.009
H 0.47133 2.83205 4.59102 0.0086 -0.0043 0.0050 -0.005
H -1.71629 3.88491 5.00002 -0.0009 0.0001 -0.0001 0.001
H -3.31913 4.16472 3.08617 -0.0020 0.0016 -0.0012 0.001
H -2.58746 3.36049 0.82511 0.0001 -0.0043 -0.0008 0.001
H 4.89112 -0.36174 -0.71570 0.0039 0.0120 0.0099 0.026
H 5.09389 -0.78915 -3.11197 -0.0013 -0.0022 -0.0012 0.009
H 3.23559 -0.05027 -4.67157 -0.0035 -0.0016 0.0062 0.018
H 1.23227 1.04129 -3.65450 -0.0079 -0.0072 -0.0125 0.004
C -1.37412 -0.65375 2.52489 0.0565 0.0372 0.0049 0.003
P -0.86385 -0.74846 0.76245 -0.0468 -0.0387 -0.0748 -0.008
C 0.65287 -1.76421 0.95834 -0.0411 -0.0247 -0.0422 0.007
C -2.08309 -1.94613 0.07556 -0.0545 -0.0237 -0.0375 0.002
C -3.02735 -2.57245 0.89180 0.0160 -0.0151 0.0300 0.000
C -4.00894 -3.39429 0.36091 0.0016 -0.0128 0.0397 0.000
C -4.06700 -3.60094 -1.00805 -0.0473 -0.0192 -0.0422 0.000
C -3.13292 -2.99116 -1.82871 -0.0418 0.0297 -0.0288 -0.001
C -2.13818 -2.16598 -1.31187 0.0282 -0.0247 0.1190 0.003
P -0.87076 -1.39560 -2.40554 0.2314 0.0644 0.0149 0.001
C -1.84627 -1.06072 -3.92819 -0.0197 -0.0182 -0.0076 -0.001
C -0.02714 -2.96833 -2.91799 -0.0328 0.0140 -0.0159 0.004
H -1.36550 -1.62245 3.03052 0.0083 0.0131 0.0022 0.000
H -2.36250 -0.19985 2.60920 -0.0011 0.0048 0.0000 -0.001
H -0.65834 -0.00092 3.02686 0.0102 -0.0179 0.0116 -0.004
H 0.43177 -2.74656 1.38114 0.0147 0.0005 0.0046 0.000
H 1.33968 -1.22680 1.61621 -0.0057 -0.0048 -0.0010 -0.003
H 1.14364 -1.87700 -0.00882 0.0019 -0.0121 -0.0212 -0.004
H -3.00420 -2.41542 1.96234 -0.0307 -0.0078 -0.0294 0.001
H -4.73054 -3.86698 1.01710 -0.0084 0.0117 0.0051 0.000
H -4.84333 -4.22473 -1.43604 0.0097 -0.0166 0.0012 0.000
H -3.19051 -3.13887 -2.90178 0.0228 -0.0208 0.0148 0.000
H -1.84212 -1.91264 -4.61356 -0.0477 -0.0127 0.0124 0.000
H -1.44539 -0.17302 -4.41412 0.0809 0.0495 -0.0140 0.000
H -2.86480 -0.79809 -3.64839 -0.0201 0.0007 0.0235 0.000
H -0.72785 -3.71728 -3.29548 -0.0005 -0.0366 -0.0206 0.000
H 0.52117 -3.38787 -2.07246 -0.0042 0.0065 0.0022 0.000
H 0.69552 -2.72619 -3.70050 0.0083 0.0041 0.0101 -0.003
O -1.46731 2.13674 -4.07441 -0.0022 -0.0392 -0.0170 0.000
S -1.96957 2.46859 -2.73911 0.0721 0.0897 0.0977 0.001
O -0.90911 3.28249 -1.98849 -0.1213 0.0677 -0.1171 -0.003
O -2.08618 1.20675 -1.90261 -0.1162 0.0390 -0.0098 0.000
O -3.22461 3.20749 -2.75825 -0.0509 -0.0391 -0.0082 0.000
```
Positions in Å, forces in eV/Å.

## Properties
Total energy in hartree: -2856.517493
Net charge: -2
Max |F| in hartree/bohr: 0.006
<S²>: 0.770
Spin multiplicity: 2

Entry 2:
C30H41N8O2OsS | ωB97M-V with the def2-TZVPD basis set

The geometry in XYZ format:
```
83
Properties=species:S:1:pos:R:3:forces:R:3:mulliken_spin:R:1
Os 1.80037 0.13636 -0.03181 0.1243 -0.0474 -0.0641 2.714
C 1.80224 -0.72147 -5.75380 0.0017 0.0108 -0.0092 0.006
C 1.08460 -1.58717 -4.73143 -0.0045 -0.0089 0.0201 -0.001
N 0.05078 -0.82999 -4.00255 0.0216 0.0012 0.0042 0.041
C -1.28300 -0.79946 -4.64583 -0.0030 0.0168 -0.0105 -0.004
C -2.20297 -1.86549 -4.07722 0.0022 0.0072 -0.0035 0.003
C 0.26299 -0.18565 -2.88166 -0.0717 0.0232 -0.0220 -0.004
S 1.92855 -0.15357 -2.26667 -0.0127 -0.0037 -0.0275 0.071
N -0.76066 0.49646 -2.35332 0.0317 0.0091 -0.0076 0.043
C -0.87741 0.95957 -1.14889 -0.0104 -0.0226 -0.0143 0.014
O -0.08115 0.69354 -0.13976 -0.0513 0.0337 0.0443 0.044
C -2.02880 1.82107 -0.83143 -0.0717 -0.0045 -0.0116 -0.013
C -3.15947 1.79335 -1.64884 0.0105 -0.0236 0.0164 0.000
C -4.24676 2.59905 -1.35695 -0.0017 0.0044 0.0086 0.000
C -4.20866 3.44707 -0.25770 0.0035 0.0006 0.0015 0.002
C -3.08034 3.49165 0.55398 -0.0183 0.0108 -0.0053 0.002
C -1.99711 2.67895 0.27025 0.0505 0.0184 0.0094 0.000
H 2.51284 -1.32786 -6.31380 -0.0019 -0.0058 0.0034 0.000
H 2.34661 0.09144 -5.27224 -0.0020 -0.0002 0.0010 0.001
H 1.10127 -0.28869 -6.46697 -0.0003 -0.0001 -0.0006 0.000
H 1.77787 -2.01660 -4.01079 0.0013 -0.0025 -0.0030 0.002
H 0.56712 -2.41651 -5.21187 0.0008 0.0008 -0.0073 0.001
H -1.10577 -0.95855 -5.70797 -0.0054 -0.0036 -0.0011 0.000
H -1.69357 0.19820 -4.51411 -0.0036 -0.0111 0.0063 0.002
H -1.77794 -2.86244 -4.19661 0.0000 -0.0029 0.0071 0.000
H -3.15464 -1.84530 -4.60639 0.0025 0.0029 -0.0055 0.000
H -2.39414 -1.68727 -3.01884 0.0009 -0.0056 0.0024 0.000
H -3.18160 1.13180 -2.50314 0.0053 0.0007 -0.0114 0.001
H -5.12049 2.57587 -1.99369 -0.0009 -0.0019 -0.0007 0.000
H -5.05124 4.09176 -0.04456 -0.0017 0.0020 -0.0031 0.000
H -3.03790 4.17806 1.38986 0.0034 -0.0030 -0.0072 0.001
H -1.09816 2.76718 0.86572 0.0122 -0.0319 0.0189 -0.002
C -7.62900 -1.30762 3.26908 0.0065 0.0010 -0.0023 0.018
C -6.24048 -0.81186 3.38116 -0.0055 0.0105 -0.0034 0.215
C -5.17616 -1.68296 3.74070 -0.0004 0.0082 0.0010 0.058
C -3.91421 -1.20711 3.89320 0.0047 -0.0024 0.0017 0.082
C -3.64084 0.18494 3.71372 0.0299 -0.0093 -0.0155 0.255
N -2.36983 0.59458 3.94892 -0.0329 -0.0199 0.0085 0.177
C -1.94403 1.93660 4.16352 -0.0148 0.0210 -0.0214 -0.024
O -2.69699 2.86676 4.15859 0.0100 -0.0246 0.0114 0.029
N -0.60741 2.04302 4.47205 0.0347 0.0001 0.0574 0.014
C 0.47361 1.26202 3.99761 -0.0189 0.0155 0.0032 0.005
C 1.51599 0.90225 4.84713 -0.0147 0.0136 -0.0165 0.022
C 2.60538 0.23202 4.31633 -0.0163 -0.0204 -0.0015 -0.008
C 2.63556 -0.04232 2.96316 -0.0196 -0.0043 -0.0074 0.007
N 1.63216 0.30823 2.13809 0.0753 0.0319 0.0050 -0.010
C 0.56285 0.93549 2.65517 0.0164 -0.0540 -0.0264 -0.047
C -4.69101 1.06227 3.30665 -0.0116 0.0082 0.0053 0.079
C -5.94604 0.55963 3.15369 0.0054 -0.0070 -0.0072 0.052
H -7.68016 -2.39085 3.19361 -0.0019 -0.0009 -0.0004 0.001
H -8.14863 -0.84583 2.42849 -0.0031 0.0012 0.0032 0.015
H -8.18050 -1.00739 4.16994 -0.0017 -0.0041 0.0011 0.043
H -5.38703 -2.73126 3.90540 0.0002 -0.0009 0.0007 0.003
H -3.10914 -1.87033 4.18661 -0.0012 -0.0019 0.0049 -0.002
H -1.71871 -0.12760 4.22921 -0.0113 -0.0036 0.0082 -0.020
H -0.37781 2.95681 4.84313 -0.0063 0.0023 -0.0129 -0.001
H 1.47231 1.15258 5.89982 0.0008 -0.0029 0.0036 0.000
H 3.43157 -0.07222 4.94304 0.0004 0.0083 0.0010 0.000
H 3.47861 -0.54251 2.50800 -0.0045 0.0100 0.0153 0.005
H -0.22561 1.18587 1.96138 -0.0108 0.0744 -0.0197 -0.010
H -4.48424 2.10591 3.14040 -0.0021 0.0008 0.0050 0.001
H -6.75083 1.21946 2.85593 -0.0019 0.0009 0.0015 0.002
C 4.85959 -2.46377 -2.35210 0.0039 -0.0088 0.0089 0.000
N 4.42976 -1.89462 -1.07409 -0.0333 0.0250 0.0055 0.020
C 3.52426 -2.73198 -0.29873 0.0315 -0.0119 0.0100 0.040
C 4.70102 -0.63113 -0.72226 0.0708 -0.0158 -0.0172 -0.036
N 3.82032 0.04731 0.06215 -0.0928 0.0033 0.0666 0.103
N 5.82546 -0.03959 -1.12515 -0.0143 -0.0038 0.0200 0.014
C 7.07235 -0.77643 -1.36289 -0.0085 0.0034 -0.0044 0.000
C 5.95741 1.41775 -1.12981 -0.0006 0.0081 -0.0082 -0.003
H 3.98697 -2.90711 -2.83331 0.0014 -0.0061 -0.0015 0.005
H 5.61022 -3.24136 -2.21378 0.0019 0.0009 -0.0055 0.000
H 5.25264 -1.68573 -2.99906 -0.0032 0.0025 -0.0017 -0.002
H 3.87651 -3.76129 -0.35172 -0.0001 0.0009 -0.0011 0.005
H 2.50443 -2.70063 -0.69576 0.0023 -0.0035 -0.0083 0.001
H 3.52633 -2.42991 0.74567 -0.0046 0.0083 0.0067 -0.012
H 4.27280 0.81268 0.54793 0.0208 -0.0141 -0.0141 -0.020
H 6.98435 -1.79581 -1.00125 0.0008 -0.0012 0.0041 0.001
H 7.86689 -0.28076 -0.80654 0.0020 0.0008 -0.0013 0.001
H 7.33726 -0.77930 -2.41952 -0.0008 -0.0024 0.0005 0.000
H 4.99706 1.88763 -1.33047 0.0027 -0.0026 0.0065 -0.003
H 6.64360 1.69426 -1.92739 0.0025 0.0001 0.0022 0.001
H 6.36790 1.78584 -0.18661 0.0016 0.0022 0.0009 0.001
```
Positions in Å, forces in eV/Å.

## Properties
Total energy in hartree: -2244.307275
Net charge: +3
Max |F| in hartree/bohr: 0.003
<S²>: 6.032
Spin multiplicity: 5